w) C2HCl2N | ωB97M-V/def2-TZVPD

The geometry in ORCA input format:
```
! wB97M-V def2-TZVPD RIJCOSX def2/J DEFGRID3
* xyz 0 1
C 0.280 -0.199 0.397
C 1.402 -0.354 0.770
N 4.537 -1.152 -1.093
Cl 3.632 -1.060 -2.345
Cl 2.877 -0.806 1.305
H -0.591 0.315 0.164
*
```

E_HOMO (alpha / beta): -9.53 / -9.46 eV
lowest unoccupied orbital energy (alpha / beta): -0.919 / -0.939 eV

Here is what Mulliken gives for the atomic charges, in e: C -0.122; C -0.122; N -0.167; Cl 0.161; Cl -0.116; H 0.366


x) C2HCl2N | ωB97M-V/def2-TZVPD

The geometry in ORCA input format:
```
! wB97M-V def2-TZVPD RIJCOSX def2/J DEFGRID3
* xyz 0 1
C 1.458 0.101 0.355
C -0.772 0.053 -0.220
N 2.562 0.233 0.593
Cl -0.826 -1.224 -1.347
Cl -1.587 -0.205 1.254
H -0.835 1.043 -0.636
*
```

E_HOMO (alpha / beta): -10.98 / -10.98 eV
lowest unoccupied orbital energy (alpha / beta): -1.800 / -1.801 eV

Here is what Mulliken gives for the atomic charges, in e: C -0.079; C 0.066; N -0.285; Cl -0.012; Cl -0.011; H 0.322


x) comes first in stability; the runner-up is 2.848 eV higher.


w) C3H3ClNO | ωB97M-V/def2-TZVPD

The geometry in ORCA input format:
```
! wB97M-V def2-TZVPD RIJCOSX def2/J DEFGRID3
* xyz 1 1
C -2.269 0.405 0.922
C 0.005 -0.811 -0.755
C -1.783 0.547 -0.179
N -0.789 0.087 -0.929
O 0.872 -1.541 -0.845
Cl 5.093 -0.688 0.464
H -2.789 0.595 1.844
H 3.937 -0.085 0.220
H -2.278 1.491 -0.743
*
```

E_HOMO: -13.90 eV
lowest unoccupied orbital energy: -8.692 eV

Here is what Mulliken gives for the atomic charges, in e: C 0.107; C 0.587; C 0.043; N -0.313; O -0.198; Cl -0.220; H 0.400; H 0.219; H 0.374


x) C3H3ClNO | ωB97M-V/def2-TZVPD

The geometry in ORCA input format:
```
! wB97M-V def2-TZVPD RIJCOSX def2/J DEFGRID3
* xyz 1 1
C 0.085 0.227 -0.960
C 0.190 1.325 -0.266
C 0.144 -1.058 0.024
N -0.261 -0.127 1.133
O -1.050 -0.347 1.940
Cl 0.337 2.806 0.124
H -0.064 0.246 -2.033
H -0.606 -1.733 -0.033
H 1.225 -1.338 0.071
*
```

E_HOMO (alpha / beta): -15.03 / -15.03 eV
lowest unoccupied orbital energy (alpha / beta): -6.162 / -6.162 eV

Here is what Mulliken gives for the atomic charges, in e: C -0.186; C 0.375; C -0.295; N 0.299; O -0.251; Cl -0.005; H 0.384; H 0.403; H 0.277


y) C3H3ClNO | ωB97M-V/def2-TZVPD

The geometry in ORCA input format:
```
! wB97M-V def2-TZVPD RIJCOSX def2/J DEFGRID3
* xyz 1 1
C 0.589 -0.903 0.010
C 2.431 -0.125 0.071
C 0.199 0.478 -0.090
N 1.695 0.976 -0.006
O 2.127 2.114 0.021
Cl 3.902 -0.760 -0.004
H 0.248 -1.780 0.527
H -0.244 1.003 -0.838
H -0.528 0.771 0.772
*
```

E_HOMO (alpha / beta): -15.79 / -14.66 eV
lowest unoccupied orbital energy (alpha / beta): -6.184 / -7.955 eV

Here is what Mulliken gives for the atomic charges, in e: C -0.426; C 0.308; C -0.049; N 0.534; O -0.348; Cl 0.055; H 0.356; H 0.309; H 0.260


w) comes first in stability; the runner-up is 0.744 eV higher.


w) C3H3ClNO | ωB97M-V/def2-TZVPD

The geometry in ORCA input format:
```
! wB97M-V def2-TZVPD RIJCOSX def2/J DEFGRID3
* xyz 1 1
C 1.620 1.264 -0.203
C 1.782 0.258 0.498
C -2.321 -0.358 -0.472
N -1.265 -0.684 -0.120
O -0.210 -1.267 0.019
Cl -3.795 0.173 -0.711
H 1.470 2.154 -0.739
H 2.283 -0.620 0.906
H 0.437 -0.920 0.821
*
```

E_HOMO: -14.97 eV
lowest unoccupied orbital energy: -4.556 eV

Here is what Mulliken gives for the atomic charges, in e: C -0.214; C -0.605; C 0.338; N 0.360; O -0.283; Cl 0.048; H 0.472; H 0.402; H 0.481


x) C3H3ClNO | ωB97M-V/def2-TZVPD

The geometry in ORCA input format:
```
! wB97M-V def2-TZVPD RIJCOSX def2/J DEFGRID3
* xyz 1 1
C -0.118 -0.516 -0.282
C -0.474 0.773 -0.585
C 1.137 0.073 0.572
N 0.624 1.276 0.041
O 1.361 2.632 -0.248
Cl 2.719 -0.442 -0.068
H -0.107 -1.584 -0.654
H -1.359 1.322 -1.090
H 0.943 0.018 1.574
*
```

E_HOMO (alpha / beta): -16.34 / -16.34 eV
lowest unoccupied orbital energy (alpha / beta): -8.874 / -8.874 eV

Here is what Mulliken gives for the atomic charges, in e: C -0.218; C -0.007; C 0.031; N 0.259; O -0.174; Cl -0.025; H 0.362; H 0.384; H 0.390


w) comes first in stability; the runner-up is 1.068 eV higher.


w) C5H14N2O2 | ωB97M-V/def2-TZVPD

The geometry in ORCA input format:
```
! wB97M-V def2-TZVPD RIJCOSX def2/J DEFGRID3
* xyz 0 1
N 1.193 2.015 2.611
C 0.675 1.073 1.755
C -0.664 0.938 1.483
C -1.154 -0.215 0.621
C -0.471 -0.345 -0.704
N -0.968 -1.465 -1.606
C -0.054 0.977 -1.452
O 0.978 0.557 -2.359
H 2.113 2.219 2.586
H 0.713 2.918 2.695
H 1.487 0.408 1.444
H -1.389 1.720 2.000
H -1.066 -1.192 1.093
H -2.245 -0.141 0.398
H 0.521 -0.868 -0.481
H -1.087 -1.169 -2.636
H -1.916 -1.784 -1.220
H 0.363 1.613 -0.707
H -0.811 1.506 -2.111
H 1.856 1.198 -2.150
O 0.272 -2.930 0.189
H -0.665 -3.199 -0.150
H 0.565 -2.657 -0.656
*
```

E_HOMO: -7.97 eV
SMILES string: N/C=C/C[C@@H](N)CO.O
lowest unoccupied orbital energy: 0.686 eV

Here is what Mulliken gives for the atomic charges, in e: N -0.586; C 0.147; C -0.705; C -0.529; C 0.689; N -0.697; C -0.654; O -0.567; H 0.220; H 0.212; H 0.305; H 0.108; H 0.234; H 0.447; H -0.192; H 0.227; H 0.263; H 0.500; H 0.206; H 0.336; O -0.691; H 0.348; H 0.378


x) C5H14N2O2 | ωB97M-V/def2-TZVPD

The geometry in ORCA input format:
```
! wB97M-V def2-TZVPD RIJCOSX def2/J DEFGRID3
* xyz 0 1
C -1.915 -1.287 -0.037
C -1.760 1.078 1.428
N -0.945 0.533 2.252
O -1.358 -1.954 1.074
H -0.397 -1.827 1.053
H -1.354 0.007 3.018
H 0.235 0.151 1.761
H -2.979 -1.153 0.158
H -1.826 -1.900 -0.947
H -1.327 1.618 0.597
H -2.825 1.179 1.625
C 0.540 0.867 -2.084
C 2.825 -0.005 -0.557
N 0.387 0.398 -0.728
C 1.411 0.041 -0.026
O 1.264 -0.291 1.225
H -1.184 -0.403 -0.370
H 0.951 0.096 -2.743
H -0.445 1.148 -2.458
H 1.187 1.747 -2.156
H 3.491 -0.366 0.221
H 2.885 -0.665 -1.424
H 3.141 0.988 -0.881
*
```

E_HOMO: -8.56 eV
lowest unoccupied orbital energy: 0.594 eV

Here is what Mulliken gives for the atomic charges, in e: C -0.309; C -0.358; N -0.294; O -0.515; H 0.387; H 0.229; H 0.368; H 0.311; H 0.250; H 0.311; H 0.361; C -1.268; C -1.282; N -0.255; C 0.803; O -0.761; H 0.016; H 0.344; H 0.348; H 0.354; H 0.329; H 0.310; H 0.321


x) comes first in stability; the runner-up is 0.740 eV higher.


w) C9H14 | ωB97M-V/def2-TZVPD

The geometry in ORCA input format:
```
! wB97M-V def2-TZVPD RIJCOSX def2/J DEFGRID3
* xyz -1 2
C 2.876 -1.559 -0.215
C 1.695 -0.754 0.430
C 0.465 -1.364 0.729
C 1.865 0.646 0.617
C -0.643 -0.748 1.282
C 0.753 1.316 1.156
C -0.476 0.634 1.490
H 3.335 -0.778 -0.850
H 2.666 -2.549 -0.678
H 0.569 -2.424 0.700
H 2.774 1.220 0.306
H -1.483 -1.334 1.571
H 0.956 2.338 1.562
H -1.155 1.246 2.138
H 3.744 -1.610 0.517
C -2.537 0.358 -1.911
C -1.960 1.088 -0.731
H -1.853 0.525 -2.706
H -2.655 -0.712 -1.911
H -3.546 0.822 -2.220
H -1.626 2.127 -0.903
H -2.707 0.991 0.085
H -1.056 0.518 -0.460
*
```

E_HOMO (alpha / beta): 0.90 / -3.45 eV
lowest unoccupied orbital energy (alpha / beta): 4.194 / 3.939 eV

Here is what Mulliken gives for the atomic charges, in e: C -1.147; C 0.912; C -0.552; C -0.780; C -0.832; C -0.287; C -0.638; H 0.290; H 0.359; H 0.281; H 0.249; H 0.496; H 0.327; H 0.223; H 0.205; C -1.277; C -0.321; H 0.384; H 0.369; H 0.291; H 0.260; H 0.289; H -0.100


x) C9H14 | ωB97M-V/def2-TZVPD

The geometry in ORCA input format:
```
! wB97M-V def2-TZVPD RIJCOSX def2/J DEFGRID3
* xyz -1 2
C 2.196 -1.143 1.341
C 2.858 0.019 0.631
H 1.290 -0.857 1.865
H 1.908 -1.876 0.578
H 2.886 -1.730 1.951
H 2.309 0.354 -0.243
H 3.894 -0.142 0.307
H 2.975 0.903 1.269
C -2.377 -1.251 0.725
C -0.538 1.753 -1.803
C -0.174 0.374 -1.969
C -1.271 2.116 -0.675
C -0.795 -0.557 -1.123
C -1.762 1.175 0.229
C -1.667 -0.232 -0.109
H -0.373 2.491 -2.586
H 0.612 0.064 -2.648
H -1.383 3.174 -0.424
H -0.585 -1.595 -1.381
H -2.303 1.528 1.099
H -1.710 -2.080 1.011
H -3.288 -1.698 0.299
H -2.701 -0.790 1.657
*
```

E_HOMO (alpha / beta): 0.90 / -3.43 eV
lowest unoccupied orbital energy (alpha / beta): 4.118 / 3.883 eV

Here is what Mulliken gives for the atomic charges, in e: C -0.864; C -0.828; H 0.245; H 0.208; H 0.398; H 0.143; H 0.329; H 0.294; C -1.281; C -0.727; C -0.631; C -0.157; C -0.523; C -0.967; C 0.754; H 0.357; H 0.523; H 0.342; H 0.209; H 0.290; H 0.273; H 0.272; H 0.341


x) comes first in stability; the runner-up is 1.254 eV higher.